Entry 1:
ORCA calculation (ωB97M-V/def2-TZVPD) on 11 unconnected molecules or ions with the total composition C67H52O27 at a distorted geometry.

```
146
Properties=species:S:1:pos:R:3:forces:R:3
C -0.2542 0.4853 -2.5678 -0.1 -0.1 -0.6
C -0.7150 -0.7251 -3.3761 -0.3 0.4 0.9
O -0.2420 -1.8810 -2.6880 0.1 0.0 -0.1
C -2.2366 -0.8028 -3.3576 0.9 -0.4 -0.6
O -2.8008 0.0034 -4.3977 0.4 0.2 0.8
C -3.8422 0.7982 -4.0763 -1.1 -0.4 -1.3
O -3.5532 2.1153 -3.5967 0.0 0.5 -0.1
C -4.8112 2.6102 -3.3854 0.8 0.8 0.1
O -5.1299 3.7494 -3.5604 0.0 -0.7 0.4
O -5.6036 1.6270 -2.9501 -1.1 -0.2 -0.5
C -4.9180 0.3651 -3.1034 0.9 0.8 1.0
C -5.7644 -0.8074 -3.5172 0.5 0.6 0.3
O -5.3958 -1.9302 -2.7542 -0.5 -0.6 -0.3
O -5.8473 -1.7500 -1.4205 0.4 0.3 0.4
H 0.4283 1.1139 -3.1171 0.4 0.1 -0.1
H -1.0899 1.1125 -2.2927 -0.3 0.2 0.1
H 0.2077 0.1497 -1.6578 0.2 -0.1 0.2
H -0.3384 -0.6906 -4.3913 0.0 -0.1 -0.4
H -0.6589 -2.6433 -3.0970 0.1 -0.3 -0.1
H -2.5099 -1.8302 -3.5726 -0.4 -0.3 0.1
H -2.5320 -0.5081 -2.3649 -0.5 0.0 0.3
H -4.3690 0.9641 -5.0259 0.1 0.0 -0.2
H -4.4925 0.1990 -2.1223 0.1 -0.5 0.2
H -6.8149 -0.5604 -3.4083 -0.4 -0.1 -0.1
H -5.5074 -1.0638 -4.5346 -0.2 -0.3 -0.4
H -6.7967 -1.5805 -1.4908 -0.2 -0.2 -0.2
O 4.9753 -0.8414 2.9507 -0.1 0.0 -0.1
C 4.0648 -0.3855 2.2821 0.0 -0.1 0.0
C 4.2621 -0.0446 0.8529 0.1 0.0 0.0
C 3.2636 0.4502 0.1241 0.0 0.0 0.0
C 1.9206 0.6758 0.7109 -0.1 0.0 0.1
O 1.0045 1.1276 0.0566 0.2 0.1 0.2
C 1.7281 0.3299 2.1433 0.0 0.0 0.0
C 2.7240 -0.1618 2.8735 0.0 0.0 0.1
H 5.2554 -0.2217 0.4491 -0.2 0.0 0.1
H 3.3819 0.7084 -0.9207 0.0 0.0 0.0
H 0.7395 0.5005 2.5501 0.0 0.0 0.0
H 2.6041 -0.4212 3.9187 0.0 0.0 0.0
O -1.9495 8.1198 -0.5009 0.0 0.0 0.0
C -2.3097 7.0395 -0.0855 0.0 0.0 0.0
C -2.8323 5.9871 -0.9990 -0.1 -0.1 0.0
C -3.2259 4.8104 -0.5171 0.0 0.1 0.0
C -3.1607 4.4954 0.9290 0.0 0.0 0.0
O -3.5194 3.4165 1.3559 0.0 0.0 0.0
C -2.6414 5.5466 1.8375 0.1 0.0 -0.1
C -2.2459 6.7256 1.3658 0.0 -0.1 -0.1
H -2.8708 6.2323 -2.0565 0.1 0.0 0.3
H -3.6083 4.0275 -1.1547 0.0 -0.1 -0.1
H -2.6071 5.3003 2.8891 -0.1 0.0 0.0
H -1.8647 7.5077 2.0063 0.0 0.0 0.0
O -6.4068 -4.2555 -9.3617 0.0 0.0 0.0
C -5.6097 -4.2265 -8.4516 0.0 0.0 0.0
C -6.0544 -4.1106 -7.0391 0.0 0.0 0.0
C -5.1745 -4.0775 -6.0426 -0.1 0.0 0.1
C -3.7169 -4.1528 -6.2972 0.1 0.0 0.0
O -2.9143 -4.1223 -5.3831 0.0 0.1 -0.1
C -3.2695 -4.2633 -7.7062 0.0 0.0 0.0
C -4.1470 -4.2996 -8.7049 0.0 0.0 0.0
H -7.1228 -4.0549 -6.8749 0.0 0.0 0.0
H -5.4743 -3.9931 -5.0045 0.0 0.0 0.0
H -2.2006 -4.3144 -7.8688 0.0 0.0 0.0
H -3.8447 -4.3821 -9.7409 0.0 0.0 0.0
O 6.5838 1.8839 8.2638 0.0 0.0 0.0
C 7.0407 1.7761 7.1467 0.0 0.0 0.0
C 8.2781 2.4966 6.7497 0.0 0.0 0.0
C 8.7809 2.3809 5.5241 0.0 0.0 0.0
C 8.1258 1.5253 4.5027 0.0 0.0 0.0
O 8.5871 1.4168 3.3856 0.0 0.0 0.0
C 6.8896 0.8051 4.8964 0.0 0.0 0.0
C 6.3885 0.9215 6.1234 0.0 0.0 0.0
H 8.7383 3.1135 7.5110 0.0 0.0 0.0
H 9.6808 2.8965 5.2133 0.0 0.0 0.0
H 6.4259 0.1870 4.1361 0.1 0.0 0.1
H 5.4886 0.4044 6.4330 0.0 0.0 0.0
O -5.0425 -7.1575 -3.8584 0.0 0.0 0.0
C -4.3468 -7.0926 -2.8677 0.0 0.1 0.1
C -4.5996 -7.9630 -1.6869 0.0 0.0 0.0
C -3.8394 -7.8886 -0.5969 0.0 0.0 0.0
C -2.7053 -6.9351 -0.5199 0.1 0.1 -0.1
O -1.9824 -6.8673 0.4531 -0.2 -0.2 0.0
C -2.4643 -6.0613 -1.6886 0.0 0.0 -0.1
C -3.2203 -6.1327 -2.7789 0.1 0.1 0.0
H -5.4289 -8.6539 -1.7692 0.0 0.0 0.0
H -4.0019 -8.5167 0.2699 0.0 0.0 0.0
H -1.6348 -5.3702 -1.6035 0.0 0.0 0.0
H -3.0467 -5.4939 -3.6350 -0.1 0.0 0.0
O 0.1254 -3.8909 3.3088 -0.1 0.1 0.0
C -0.3061 -4.8799 3.8658 0.0 0.0 0.0
C -0.8779 -6.0033 3.0863 0.1 0.1 0.1
C -1.3527 -7.0877 3.6916 0.0 0.0 0.0
C -1.3257 -7.2177 5.1709 0.0 0.0 0.0
O -1.7564 -8.2070 5.7244 0.0 0.0 0.0
C -0.7408 -6.0942 5.9487 0.0 0.0 -0.1
C -0.2649 -5.0099 5.3426 0.0 0.0 0.1
H -0.8849 -5.8881 2.0124 0.0 0.0 0.0
H -1.7757 -7.9173 3.1401 0.0 0.0 0.0
H -0.7219 -6.2139 7.0245 0.0 0.0 0.0
H 0.1724 -4.1819 5.8842 0.0 0.0 0.0
O -5.5087 7.6816 -7.9199 0.0 0.0 0.0
C -4.7982 7.6173 -6.9398 0.0 0.0 0.0
C -5.0213 6.5953 -5.8886 0.0 0.0 0.0
C -4.2453 6.5208 -4.8105 0.0 0.0 0.1
C -3.1141 7.4672 -4.6178 0.1 0.1 -0.1
O -2.3854 7.4255 -3.6466 -0.1 -0.1 -0.3
C -2.8914 8.4917 -5.6702 0.0 0.0 -0.1
C -3.6700 8.5610 -6.7455 0.0 0.0 0.0
H -5.8493 5.9164 -6.0496 0.0 0.0 0.0
H -4.4168 5.7686 -4.0501 0.1 0.1 0.0
H -2.0638 9.1704 -5.5080 0.0 0.0 0.0
H -3.5231 9.2994 -7.5234 0.0 0.0 0.0
O -3.1617 7.3535 4.2076 0.0 0.0 0.1
C -2.4084 7.9359 4.9596 0.0 0.0 0.0
C -1.6452 7.2069 6.0030 0.0 0.0 0.0
C -0.8198 7.8468 6.8262 0.0 0.0 0.0
C -0.6259 9.3168 6.7348 0.0 0.0 0.0
O 0.1271 9.8987 7.4835 0.0 0.0 0.0
C -1.3900 10.0447 5.6896 0.0 0.0 0.0
C -2.2156 9.4043 4.8668 0.0 0.0 0.0
H -1.8008 6.1366 6.0520 0.0 0.0 0.0
H -0.2539 7.3363 7.5948 0.0 0.0 0.0
H -1.2343 11.1146 5.6400 0.0 0.0 0.0
H -2.7814 9.9142 4.0973 0.0 0.0 0.0
O 5.7623 -7.1219 1.8906 0.0 0.0 0.0
C 5.0820 -6.4667 2.6494 0.0 0.0 0.0
C 3.9106 -5.6942 2.1671 0.0 0.0 0.0
C 3.1674 -4.9715 3.0005 0.0 0.1 0.0
C 3.4779 -4.9111 4.4514 -0.1 0.1 0.1
O 2.8006 -4.2550 5.2170 0.1 -0.1 0.0
C 4.6455 -5.6890 4.9365 0.0 0.0 0.0
C 5.3891 -6.4088 4.1016 0.0 0.0 0.0
H 3.7032 -5.7516 1.1059 0.0 0.0 0.0
H 2.3098 -4.4001 2.6698 0.0 0.0 0.0
H 4.8522 -5.6325 5.9979 0.0 0.0 0.0
H 6.2457 -6.9819 4.4329 0.0 0.0 0.0
O 6.9560 -0.6831 -0.6414 0.1 0.0 -0.2
C 8.1346 -0.6813 -0.3440 0.0 0.0 0.1
C 9.1824 -0.4327 -1.3632 0.0 0.0 0.0
C 10.4708 -0.4317 -1.0357 0.0 0.0 0.0
C 10.9112 -0.6769 0.3628 0.0 0.0 0.0
O 12.0859 -0.6727 0.6580 0.0 0.0 0.0
C 9.8582 -0.9241 1.3784 0.0 0.0 0.0
C 8.5700 -0.9260 1.0506 0.0 0.0 0.0
H 8.8383 -0.2554 -2.3741 0.0 0.0 0.0
H 11.2548 -0.2536 -1.7606 0.0 0.0 0.0
H 10.1991 -1.0957 2.3907 0.0 0.0 0.0
H 7.7841 -1.0979 1.7757 0.0 0.0 0.0
```
Forces are in eV/Å.

2S+1: 1
orbital gap: 7.678 eV
total charge: 0
maximum force: 0.0343 hartree/bohr
E_HOMO: -9.62 eV
SMILES string: C[C@@H](O)CO[C@@H]1OC(=O)O[C@H]1COO.O=C1C=CC(=O)C=C1.O=C1C=CC(=O)C=C1.O=C1C=CC(=O)C=C1.O=C1C=CC(=O)C=C1.O=C1C=CC(=O)C=C1.O=C1C=CC(=O)C=C1.O=C1C=CC(=O)C=C1.O=C1C=CC(=O)C=C1.O=C1C=CC(=O)C=C1.O=C1C=CC(=O)C=C1

=====

Entry 2:
ORCA calculation (ωB97M-V/def2-TZVPD) on a molecular structure, C5H5IN2S at a distorted geometry.

```
14
Properties=species:S:1:pos:R:3:forces:R:3
C -0.3637 0.7688 0.1328 0.1 0.6 0.3
C 3.0113 -0.2458 0.3687 0.1 0.6 0.6
C 0.8389 -1.3254 0.1211 1.4 -3.7 -1.0
C -2.4717 1.7799 -0.2891 -2.2 0.1 0.8
C -1.1897 1.8939 0.0649 1.1 0.5 -0.1
N 0.2998 -0.2054 0.0199 -1.2 1.9 0.0
N 0.0713 -2.5165 0.3591 2.8 -1.1 -2.1
S 2.5172 -1.5501 -0.4843 -1.1 0.4 0.5
I 4.7861 0.5878 -0.1332 1.1 0.2 -0.3
H -3.2541 2.5491 -0.0633 1.2 -0.5 -0.4
H -2.9144 0.7929 -0.4967 0.5 0.5 -0.2
H -0.6907 2.8431 0.3682 -0.7 -0.7 -0.3
H -0.8329 -2.1992 0.5347 -2.1 -0.2 0.0
H 0.1925 -3.1731 -0.5028 -1.0 1.5 2.1
```
Forces are in eV/Å.

2S+1: 1
orbital gap: 6.361 eV
relative energy (zero: lowest compared OMol25 entry of this formula, charge and spin): 98.2 kcal/mol
total charge: 0
maximum force: 0.0798 hartree/bohr
E_HOMO: -6.75 eV

=====

Entry 3:
ORCA calculation (ωB97M-V/def2-TZVPD) on C22H34N2O5 in the gas phase.

```
63
Properties=species:S:1:pos:R:3:forces:R:3
C -0.0488 -2.8239 -7.3547 0.0 0.0 0.0
C -0.5924 -1.4273 -7.0467 0.0 0.0 0.0
C -1.8976 -1.4731 -6.2979 0.0 0.0 0.0
C -3.1083 -1.2637 -6.9364 0.0 0.0 0.0
C -4.3189 -1.3315 -6.2536 0.0 0.0 0.0
C -4.3170 -1.6133 -4.9016 0.0 0.0 0.0
C -3.1171 -1.8266 -4.2292 0.0 0.0 0.0
C -1.9186 -1.7579 -4.9259 0.0 0.0 0.0
O -0.6946 -1.9519 -4.3508 0.0 0.0 0.0
C -0.6462 -2.1588 -2.9517 0.0 -0.1 0.0
C 0.8303 -2.2565 -2.5516 0.0 0.0 0.1
C 1.3066 -1.0583 -1.7498 0.1 0.0 -0.1
O 2.0607 -0.2349 -2.2440 0.0 0.0 0.0
N 0.8275 -0.9192 -0.4822 0.0 0.0 0.1
C 0.0155 -1.8969 0.2211 0.0 0.0 0.0
C 1.2526 0.2157 0.3193 0.0 0.0 0.0
C 0.2101 1.3415 0.3056 0.0 0.0 0.0
C 0.1981 2.1124 -1.0023 0.0 0.0 0.0
N 0.4464 2.2517 1.4164 0.1 0.0 0.0
C 0.1044 1.9203 2.6858 0.0 0.0 0.0
O -0.4189 0.8585 2.9683 0.0 0.0 0.0
C 0.3950 3.0074 3.7239 0.0 0.0 0.0
O 0.2288 2.5769 5.0369 0.0 0.0 0.0
C 1.2465 1.6842 5.4669 0.0 0.0 0.0
C 0.9490 1.2748 6.8963 0.0 0.0 0.0
C 1.0178 2.4563 7.8671 0.0 0.0 0.0
C 2.5138 2.5544 8.1778 0.0 0.0 0.0
O 3.0876 1.2817 7.8656 0.0 0.0 0.0
C 2.0583 0.3906 7.4484 0.0 0.0 0.0
H 0.8957 -2.7634 -7.8969 0.0 0.0 0.0
H 0.1225 -3.3808 -6.4336 0.0 0.0 0.0
H -0.7565 -3.3878 -7.9646 0.0 0.0 0.0
H 0.1437 -0.8738 -6.4609 0.0 0.0 0.0
H -0.7439 -0.8785 -7.9782 0.0 0.0 0.0
H -3.1005 -1.0377 -7.9967 0.0 0.0 0.0
H -5.2499 -1.1620 -6.7776 0.0 0.0 0.0
H -5.2482 -1.6693 -4.3528 0.0 0.0 0.0
H -3.1344 -2.0464 -3.1715 0.0 0.0 0.0
H -1.1420 -1.3269 -2.4385 0.0 0.0 0.0
H -1.1862 -3.0775 -2.6978 0.0 0.0 0.0
H 1.0270 -3.1807 -2.0075 0.0 0.0 0.0
H 1.4262 -2.2682 -3.4606 0.0 0.0 0.0
H -0.4737 -2.5816 -0.4640 0.0 0.0 0.0
H 0.6225 -2.4798 0.9203 0.0 0.0 0.0
H -0.7549 -1.3849 0.7988 0.0 0.0 0.0
H 1.3805 -0.1252 1.3478 0.0 0.0 0.0
H 2.2045 0.5826 -0.0628 0.0 0.0 0.0
H -0.7704 0.8909 0.4790 0.0 0.0 0.0
H 0.0164 1.4412 -1.8394 0.0 0.0 0.0
H -0.5791 2.8775 -0.9896 0.0 0.0 0.0
H 1.1665 2.5865 -1.1783 0.0 0.0 0.0
H 0.9390 3.1119 1.2409 0.0 0.0 0.0
H 1.4086 3.4012 3.5552 0.0 0.0 0.0
H -0.3118 3.8231 3.5582 0.0 0.0 0.0
H 1.2659 0.8016 4.8211 0.0 0.0 0.0
H 2.2238 2.1845 5.4047 0.0 0.0 0.0
H -0.0229 0.7804 6.9202 0.0 0.0 0.0
H 0.6138 3.3690 7.4326 0.0 0.0 0.0
H 0.4508 2.2297 8.7708 0.0 0.0 0.0
H 3.0121 3.3103 7.5649 0.0 0.0 0.0
H 2.7056 2.7913 9.2265 0.0 0.0 0.0
H 1.6954 -0.1977 8.2991 0.0 0.0 0.0
H 2.4835 -0.2921 6.7108 0.0 0.0 0.0
```
Forces are in eV/Å.

2S+1: 1
orbital gap: 9.084 eV
relative energy (zero: lowest compared OMol25 entry of this formula, charge and spin): 7.0 kcal/mol
total charge: 0
maximum force: 0.0026 hartree/bohr
E_HOMO: -8.49 eV
SMILES string: CCc1ccccc1OCCC(=O)N(C)C[C@H](C)NC(=O)COC[C@@H]1CCOC1

=====

Which value of E_HOMO does entry 3 give?
-8.49 eV

=====

Look up the 2S+1 of the second one.
1

=====

Look up the maximum force of the first one.
0.0343 hartree/bohr